# C25H18BeCl2N8Se

A molecular structure, C25H18BeCl2N8Se in a non-equilibrium geometry (wB97M-V/def2-TZVPD, OMol25).

Summary:
Energy in hartree: -4737.68724
Total charge: +2
HOMO in eV: -14.3
Relative energy (zero: lowest compared OMol25 entry of this formula, charge and spin) in eV: 0.000
M in g/mol: 589.4

Each line ends with the natural charge from an NBO analysis.
CARTESIAN COORDINATES (ANGSTROEM)
Se: 8.240 16.602 9.377  1.042
Cl: 15.528 16.836 9.581  0.001
Cl: 13.731 14.552 9.586  -0.084
N: 10.044 16.639 9.593  -0.965
N: 11.289 14.946 11.409  -0.568
N: 11.204 14.287 14.085  -0.298
N: 11.300 14.960 7.772  -0.561
N: 11.071 14.412 5.065  -0.299
N: 8.183 18.328 9.500  -0.538
N: 6.381 7.900 9.561  -0.358
N: 10.126 13.741 9.580  -0.728
C: 7.395 8.041 8.725  0.057
C: 6.876 10.041 10.475  -0.237
C: 11.862 15.392 5.513  0.037
C: 9.175 11.977 10.786  -0.230
C: 10.498 13.598 13.194  0.049
C: 10.428 13.678 5.966  0.058
C: 12.037 19.623 10.061  -0.097
C: 11.943 15.297 13.648  0.034
C: 10.436 17.885 9.753  0.254
C: 10.965 20.596 10.055  -0.186
C: 9.869 13.164 10.760  0.208
C: 8.754 11.428 9.552  0.207
C: 15.443 15.065 9.541  -0.371
C: 10.509 13.957 7.324  0.092
C: 9.863 13.194 8.394  0.282
C: 7.921 10.204 9.571  -0.100
C: 9.372 18.845 9.694  0.082
C: 11.792 18.294 9.914  -0.318
C: 10.522 13.931 11.849  0.126
C: 12.011 15.614 12.296  0.046
C: 6.112 8.884 10.409  0.062
C: 9.140 12.029 8.334  -0.255
C: 12.000 15.630 6.886  0.047
C: 9.662 20.233 9.894  -0.163
C: 8.182 9.165 8.673  -0.235
Be: 10.945 15.210 9.595  1.660
H: 15.870 14.677 8.616  0.246
H: 12.519 15.865 14.370  0.239
H: 9.801 12.877 5.644  0.222
H: 7.586 7.224 8.024  0.217
H: 12.677 16.399 7.235  0.230
H: 6.593 10.804 11.166  0.221
H: 12.631 17.604 9.856  0.228
H: 11.208 21.633 10.185  0.249
H: 9.909 12.746 13.518  0.227
H: 12.419 15.995 4.813  0.239
H: 5.272 8.757 11.075  0.217
H: 8.963 11.502 11.727  0.254
H: 13.061 19.963 10.139  0.242
H: 8.862 20.940 9.881  0.258
H: 12.647 16.415 11.953  0.231
H: 15.927 14.635 10.429  0.249
H: 9.005 9.217 7.967  0.222
H: 8.870 11.576 7.403  0.253


# C25H18Br4CaN4O4Se

A molecular structure, C25H18Br4CaN4O4Se (wB97M-V/def2-TZVPD, OMol25).

Summary:
Energy in hartree: -14858.79634
Total charge: -2
HOMO in eV: -1.4
Relative energy (zero: lowest compared OMol25 entry of this formula, charge and spin) in eV: 0.967
M in g/mol: 877.1

Each line ends with the Mulliken charge.
CARTESIAN COORDINATES (ANGSTROEM)
Br: -3.547 -6.715 0.687  -0.234
Br: -4.557 -3.631 -0.086  -0.203
Br: -0.320 -7.446 0.476  -0.236
Br: 1.809 -5.070 -0.448  -0.205
Se: 2.900 1.157 -1.090  -0.342
Ca: -0.586 -0.431 -0.317  1.710
O: -2.288 -1.875 -0.821  -1.097
O: 0.441 -2.442 -0.895  -0.952
O: -0.710 -0.706 1.971  -0.974
O: -0.176 1.461 -1.754  -0.908
N: -1.677 1.607 0.421  0.174
N: -1.725 2.661 -0.472  -0.981
N: 4.935 0.688 0.878  0.206
N: 4.337 -1.123 -0.141  0.288
C: -2.014 5.426 -3.619  -0.589
C: -0.901 5.598 -4.431  -0.296
C: -2.287 -5.394 0.159  0.036
C: 4.125 0.213 -0.109  -0.265
C: -3.955 0.573 3.039  -0.641
C: -0.047 -4.677 -0.296  -0.179
C: -1.858 -0.597 2.533  0.441
C: 0.191 4.751 -4.284  -0.548
C: -0.927 2.453 -1.495  0.467
C: -3.481 -1.473 4.158  -0.400
C: -2.033 4.422 -2.660  -0.289
C: -0.418 -3.357 -0.570  0.700
C: -2.713 -4.091 -0.146  -0.078
C: -4.330 -0.381 3.964  -0.627
C: -2.294 -1.575 3.472  -0.509
C: -1.853 -3.048 -0.522  0.569
C: -2.589 1.554 1.313  -0.530
C: 3.616 -2.038 -1.010  -0.839
C: 5.231 -1.485 0.841  -0.409
C: -0.943 3.570 -2.509  0.318
C: 4.922 2.063 1.319  -0.949
C: -0.946 -5.695 0.076  0.076
C: -2.766 0.500 2.302  0.933
C: 0.165 3.739 -3.336  -0.310
C: 5.608 -0.359 1.481  -0.382
H: 2.582 -2.181 -0.689  0.287
H: 0.995 3.053 -3.222  0.339
H: 5.522 -2.509 0.992  0.385
H: 4.920 2.715 0.448  0.348
H: 6.293 -0.206 2.295  0.387
H: 4.021 2.270 1.897  0.323
H: -2.874 6.076 -3.735  0.341
H: -3.338 2.353 1.331  0.218
H: -1.641 -2.429 3.609  0.403
H: 1.064 4.876 -4.915  0.365
H: 4.139 -2.991 -1.008  0.355
H: -2.886 4.281 -2.011  0.430
H: -3.762 -2.261 4.850  0.334
H: 5.807 2.245 1.927  0.303
H: -4.615 1.416 2.850  0.236
H: -5.266 -0.297 4.501  0.363
H: -0.887 6.383 -5.179  0.341
H: 3.591 -1.621 -2.016  0.292


Calculated values (eV) of gap between HOMO and LUMO for the records, taken in order: 7.043 5.365.